Below is a structure of composition C15H21CoIN2O, with properties calculated with wB97M-V/def2-TZVPD.

HOMO-LUMO gap (alpha / beta) ... 0.2592 / 0.2639 Ha
<S²> ... 3.80
Highest occupied orbital energy (alpha / beta) ... -7.78 / -8.34 eV
E_LUMO (alpha / beta) ... -0.7 / -1.2 eV

Geometry as ORCA input:
```
! wB97M-V def2-TZVPD RIJCOSX def2/J DEFGRID3
* xyz 0 4
C 0.424 2.852 0.923
C 3.003 0.519 -0.336
H -0.656 2.944 0.777
H 0.912 3.763 0.542
H 0.657 2.821 2.004
H 3.250 0.085 -1.303
H 3.723 1.341 -0.190
H 3.232 -0.223 0.440
C -2.286 1.327 -0.216
C -3.575 1.159 -0.722
C -3.795 0.124 -1.631
C -2.724 -0.698 -1.976
H -2.087 2.096 0.528
H -4.349 1.846 -0.387
H -4.777 -0.058 -2.065
H -2.845 -1.530 -2.660
N -1.248 0.597 -0.603
C -1.454 -0.463 -1.407
C -0.348 -1.424 -1.604
N 0.843 -1.146 -1.052
C 1.758 -2.096 -0.960
C 0.472 -3.603 -2.298
C 1.648 -3.341 -1.595
H 2.646 -1.847 -0.391
H 2.481 -4.028 -1.533
C -0.541 -2.647 -2.294
H -1.475 -2.831 -2.817
H 0.336 -4.539 -2.835
Co 1.275 1.266 0.181
I 1.432 2.268 -1.949
C -1.125 -1.175 2.505
C -0.079 -0.062 2.497
C 0.895 -0.255 3.641
O 0.691 -0.024 1.344
H -0.657 -2.152 2.340
H -1.889 -1.017 1.740
H -1.622 -1.192 3.485
H -0.632 0.885 2.647
H 1.427 -1.201 3.497
H 1.636 0.546 3.640
H 0.389 -0.279 4.608
*
```

---

Below is a structure of composition C15H21HfIN2O, with properties calculated with wB97M-V/def2-TZVPD.

HOMO-LUMO gap ... 0.2717 Ha
Highest occupied orbital energy ... -15.41 eV
E_LUMO ... -8.0 eV

Geometry as ORCA input:
```
! wB97M-V def2-TZVPD RIJCOSX def2/J DEFGRID3
* xyz 2 1
C 1.338 1.071 2.989
C 1.564 -0.545 3.096
H 2.405 1.323 3.062
H 0.912 0.988 4.019
H 0.785 1.954 2.546
H 1.776 -1.477 2.472
H 2.496 -0.427 3.724
H 0.725 -0.751 3.746
C 0.982 2.927 -0.964
C 1.129 3.689 -2.117
C 1.047 3.079 -3.355
C 0.857 1.699 -3.422
H 1.139 3.321 0.040
H 1.291 4.757 -2.021
H 1.133 3.673 -4.257
H 0.762 1.201 -4.376
N 0.658 1.588 -1.075
C 0.730 0.901 -2.279
C 0.658 -0.585 -2.256
N 0.638 -1.221 -1.014
C 0.534 -2.574 -0.944
C 0.402 -2.761 -3.321
C 0.419 -3.380 -2.074
H 0.530 -2.996 0.060
H 0.320 -4.463 -1.988
C 0.518 -1.377 -3.414
H 0.435 -0.865 -4.388
H 0.279 -3.367 -4.221
Hf 0.619 0.187 0.601
I 3.381 0.187 0.413
C -2.690 -0.179 3.102
C -2.259 -0.874 1.842
C -3.275 -0.700 0.741
O -1.039 -0.288 1.412
H -2.920 0.874 2.825
H -1.922 -0.129 3.876
H -3.598 -0.595 3.595
H -2.109 -1.947 1.974
H -3.512 0.378 0.612
H -2.916 -1.071 -0.226
H -4.223 -1.226 0.962
*
```

---

Below is a structure of composition C15H21IrN6O3SSe, with properties calculated with wB97M-V/def2-TZVPD.

HOMO-LUMO gap ... 0.2558 Ha
Highest occupied orbital energy ... -14.61 eV
E_LUMO ... -7.6 eV

Geometry as ORCA input:
```
! wB97M-V def2-TZVPD RIJCOSX def2/J DEFGRID3
* xyz 2 1
Ir 0.699 0.292 -0.377
N 2.884 1.120 -0.331
C 3.286 2.004 -1.448
C 2.544 3.324 -1.426
C 1.036 3.091 -1.377
O 0.377 4.024 -0.894
O 0.600 1.964 -1.779
H 3.033 1.589 0.560
H 3.480 0.297 -0.331
H 3.081 1.473 -2.376
H 4.355 2.223 -1.395
H 2.776 3.896 -2.326
H 2.800 3.947 -0.569
Se -1.318 3.615 0.632
N -2.848 3.267 -0.051
C -2.930 1.960 -0.363
C -3.963 1.256 -0.997
C -3.756 -0.089 -1.245
C -2.550 -0.712 -0.903
N -1.561 -0.071 -0.286
C -1.767 1.224 -0.009
N -0.794 1.913 0.588
H -4.868 1.763 -1.303
H -4.514 -0.669 -1.751
H -2.388 -1.758 -1.129
O 1.546 -0.902 1.284
S 1.037 -1.412 2.642
C 0.048 -0.065 3.371
C -1.192 -0.752 3.917
C -1.678 -1.687 2.811
C -0.451 -2.422 2.267
H -0.171 0.621 2.549
H 0.632 0.444 4.135
H -1.955 -0.025 4.189
H -0.940 -1.324 4.812
H -2.140 -1.100 2.018
H -2.417 -2.393 3.185
H -0.472 -2.549 1.184
H -0.302 -3.387 2.748
N 1.756 -2.527 -1.180
C 1.780 -3.460 -2.141
C 0.904 -3.053 -3.130
C 0.384 -1.841 -2.680
N 0.910 -1.535 -1.495
H 2.276 -2.496 -0.316
H 2.413 -4.328 -2.077
H 0.674 -3.556 -4.051
H -0.337 -1.197 -3.156
*
```

---

Below is the molecule C15H21N3O2S, with properties calculated with wB97M-V/def2-TZVPD.

HOMO-LUMO gap ... 0.3183 Ha
Highest occupied orbital energy ... -7.91 eV
E_LUMO ... 0.8 eV

Geometry as ORCA input:
```
! wB97M-V def2-TZVPD RIJCOSX def2/J DEFGRID3
* xyz 0 1
C 5.643 1.502 0.174
H 5.836 2.427 -0.364
H 6.594 1.029 0.404
H 5.145 1.740 1.111
C 4.786 0.573 -0.679
N 4.535 -0.682 0.011
C 3.368 -1.393 -0.075
N 2.196 -0.738 0.077
C 0.937 -1.393 -0.207
C 0.011 -0.391 -0.913
N -0.191 0.838 -0.167
C 1.086 1.427 0.176
C 2.021 0.443 0.897
H 2.982 0.899 1.121
H 1.560 0.142 1.849
H 0.921 2.307 0.800
H 1.555 1.751 -0.760
C -1.121 0.708 0.944
C -2.506 0.404 0.435
C -3.056 1.203 -0.557
C -4.328 0.970 -1.070
C -5.028 -0.091 -0.547
C -4.482 -0.899 0.451
C -3.225 -0.675 0.954
H -2.817 -1.312 1.722
O -5.381 -1.876 0.787
C -6.510 -1.661 -0.032
O -6.284 -0.541 -0.860
H -6.687 -2.552 -0.656
H -7.395 -1.481 0.600
H -4.752 1.591 -1.841
H -2.468 2.019 -0.944
H -1.138 1.672 1.464
H -0.826 -0.061 1.675
H -0.960 -0.852 -1.097
H 0.455 -0.119 -1.875
H 1.125 -2.254 -0.849
H 0.479 -1.753 0.722
S 3.447 -3.029 -0.323
H 5.333 -1.305 -0.007
H 3.833 1.044 -0.924
H 5.307 0.372 -1.625
*
```

---

Below is the molecule C15H21N3O4, with properties calculated with wB97M-V/def2-TZVPD.

HOMO-LUMO gap ... 0.3323 Ha
Highest occupied orbital energy ... -8.64 eV
E_LUMO ... 0.4 eV

Geometry as ORCA input:
```
! wB97M-V def2-TZVPD RIJCOSX def2/J DEFGRID3
* xyz 0 1
C -0.870 -4.405 0.507
C -2.102 -3.534 0.347
H -2.658 -3.789 -0.563
H -2.782 -3.643 1.200
O -1.681 -2.173 0.264
C -2.653 -1.261 0.102
O -3.818 -1.561 0.011
C -2.103 0.112 0.038
C -0.788 0.344 0.436
C -0.252 1.622 0.356
C -1.101 2.654 -0.084
N -2.347 2.422 -0.449
C -2.865 1.202 -0.414
C -4.276 1.080 -0.876
H -4.912 0.759 -0.054
H -4.614 2.044 -1.247
H -4.363 0.328 -1.658
C -0.631 4.073 -0.155
H -1.408 4.680 -0.608
H 0.280 4.147 -0.747
H -0.424 4.458 0.843
N 1.064 1.918 0.713
C 2.071 1.024 1.070
O 2.803 1.276 2.007
N 2.185 -0.104 0.315
C 1.815 -0.211 -1.081
H 1.143 0.595 -1.368
H 1.310 -1.171 -1.236
C 3.081 -0.151 -1.948
O 4.012 -1.140 -1.581
C 4.398 -0.992 -0.231
H 5.107 -1.794 -0.026
C 3.185 -1.086 0.696
H 3.479 -0.893 1.728
H 2.733 -2.080 0.611
H 4.892 -0.020 -0.085
H 2.834 -0.334 -2.995
H 3.537 0.848 -1.850
H 1.182 2.809 1.179
H -0.197 -0.472 0.818
H -0.210 -4.283 -0.348
H -0.330 -4.127 1.408
H -1.167 -5.447 0.579
*
```

---

Below is a structure of composition C15H21NO2, with properties calculated with wB97M-V/def2-TZVPD.

HOMO-LUMO gap ... 0.3239 Ha
Highest occupied orbital energy ... -8.34 eV
E_LUMO ... 0.5 eV

Geometry as ORCA input:
```
! wB97M-V def2-TZVPD RIJCOSX def2/J DEFGRID3
* xyz 0 1
C -4.716 0.971 4.129
C -4.008 1.415 2.957
C -4.114 0.441 1.767
C -3.340 -0.812 1.788
O -2.036 -0.638 1.823
C -1.038 -0.213 0.910
C -1.347 -0.029 -0.408
C -0.543 0.016 -1.398
C 0.818 0.288 -1.057
C 1.124 0.341 0.342
C 0.379 -0.153 1.411
H 0.598 -0.215 2.299
H 2.051 0.602 0.487
C 1.787 0.759 -1.977
O 1.414 1.575 -2.965
N 3.062 0.287 -2.071
C 3.277 -0.877 -1.433
C 4.299 -1.650 -2.394
H 4.849 -2.567 -1.817
C 5.080 -0.526 -2.963
H 5.401 -0.892 -4.090
C 4.104 0.533 -3.069
H 4.362 1.470 -2.914
H 3.528 0.550 -4.016
H 5.750 -0.524 -2.423
H 3.585 -2.288 -3.070
H 2.388 -1.487 -1.212
H 3.922 -0.922 -0.375
H -0.707 0.294 -2.372
H -2.470 -0.357 -0.648
H -3.451 -1.579 0.969
H -3.659 -1.415 2.581
H -5.059 0.295 1.485
H -3.630 1.122 0.676
H -2.822 1.494 3.110
H -4.138 2.298 2.782
H -4.473 -0.192 4.316
H -5.634 1.008 3.930
H -4.591 1.580 4.912
*
```

---

Calculated total energy, record by record: -66647.2405, -30316.9688, -109982.5920, -35295.7428, -28557.1899, -21470.3307 eV
Max |F|, record by record: 3.402, 2.391, 2.463, 1.265, 0.742, 16.377 eV Å⁻¹